C46H89F5N2O5P | ωB97M-V/def2-TZVPD

As for the maximum force: 4.5 eV/A. The gap between HOMO and LUMO (spin up / spin down) comes out at 6.7 / 6.0 eV. The net charge is -1. For the HOMO energy (spin up / spin down), the calculation gives -4.7 / -4.7 eV. As for the multiplicity: 3. The total energy comes out at -85231.353 eV. The expectation value of S² is 2.009.

Cartesian coordinates (Å):
P -0.890162 0.184937 -2.327289
F -2.796394 0.553902 3.525673
F -1.681265 1.877096 2.116167
F -2.597658 -1.650840 1.877479
F -3.622677 0.088363 0.881025
F -0.655348 0.055788 3.133916
O -0.801305 1.867574 -2.655657
O 0.499212 0.072856 -1.270846
O -6.184998 5.823719 0.643793
O 5.098668 -4.554929 5.490599
O -1.993363 0.287803 -0.944780
N -6.829082 4.692219 0.996550
N 4.800206 -3.880921 6.620164
C 3.351576 -4.344797 0.136158
C 3.103114 -3.782347 -1.338831
C -9.056236 3.579528 0.735048
C 0.707615 -1.461440 -6.849797
C 2.774805 -5.222744 7.374966
C -1.795821 0.548222 2.518345
C 2.513786 2.964766 -1.186578
C -8.839164 5.903864 0.071843
C 2.140996 -2.980582 1.970385
C 4.470980 -1.945578 5.027969
C 5.051866 -6.199755 7.621097
C 3.497098 -3.098627 1.141839
C 0.500815 2.431871 -2.689399
C -7.694068 4.139189 -1.301956
C 2.741969 3.291944 -6.651109
C 1.257082 -0.829999 0.868109
C 4.260267 -4.866152 7.604366
C 2.024321 -0.577065 -6.677418
C -1.803506 -1.792110 -6.304286
C 0.136038 5.227099 0.049853
C -1.387969 -0.537038 0.081364
C -0.650299 -0.689035 -6.531447
C -4.459587 3.951787 1.530719
C 1.877074 -4.035493 7.046932
C 3.917019 -2.737455 6.240971
C 1.670618 -4.932757 -3.292816
C -5.591353 3.035062 -0.485772
C -5.840972 3.571641 0.940594
C 4.453935 1.151917 -7.102123
C -6.846779 2.871808 -1.333342
C 3.876290 -1.675720 7.365398
C 1.916247 0.869633 -7.373051
C 2.972213 1.772861 -7.050557
C 0.119183 0.005823 0.134022
C -8.041258 4.579222 0.132328
C 2.914660 -5.081116 -2.298458
C 0.921306 -2.362794 1.122531
C -2.356218 -0.348049 1.336599
C -6.319572 2.433676 1.870105
C 1.780015 5.700181 -1.854905
C 0.005660 -0.420819 -3.938519
C 0.553109 4.775272 -1.442920
C -0.602419 0.257135 -5.252487
C 4.468543 -4.314482 9.032771
C 0.926380 3.203853 -1.327802
C 2.478262 -3.193664 5.928189
H 1.409891 6.785545 -1.859923
H 2.460570 -3.777115 5.000428
H 1.879799 -3.970143 2.467188
H 2.660518 -5.952576 -1.599535
H 1.542424 -3.847240 -3.600860
H 2.746508 1.842780 -1.141921
H 0.702049 -1.812813 -7.941934
H -0.938741 -0.109779 -7.474588
H -3.921531 4.667628 0.904858
H 5.488659 -1.594169 5.223309
H -1.657812 0.666558 -5.108075
H 2.375519 -5.735412 8.256467
H 3.854623 -1.066322 4.822937
H -0.018399 -2.389179 1.777978
H 4.721521 0.692327 -6.085498
H 2.878843 -1.142167 -7.196925
H -8.610769 3.975084 -1.878706
H -5.070723 2.073498 -0.435205
H 2.602284 5.676594 -1.060075
H -0.682627 4.531500 0.423030
H -5.533350 1.687064 2.009084
H 0.470144 3.272309 -3.478552
H 3.187972 3.423741 -5.616519
H 3.311890 4.002434 -7.341009
H 2.342419 -2.243574 2.823926
H -6.560135 2.654214 -2.366092
H 4.269855 -5.085708 9.781929
H 0.348046 2.826328 -0.424052
H -2.687159 -1.389162 -5.708792
H -0.163838 -1.547089 -4.043762
H -7.426158 2.006981 -0.993656
H 5.232293 1.921505 -7.388399
H 0.047972 1.182602 -5.458443
H 0.774667 -2.971399 0.178205
H -4.916479 3.715620 -1.017955
H 5.503996 -3.988350 9.176408
H -0.194505 6.309799 0.111129
H 2.290733 -0.400777 -5.593136
H 4.900745 -6.784677 6.710937
H 4.724543 -6.832371 8.450312
H -9.114453 6.240220 1.076058
H 4.383569 -3.215156 1.845788
H -8.289303 6.708273 -0.420702
H 0.142481 1.003946 0.679924
H -6.571117 2.822327 2.862953
H 2.147037 -3.184112 -1.452317
H 3.811642 -3.486381 9.289277
H 2.209785 5.490549 -2.884070
H -7.178035 1.882382 1.492133
H 1.125792 -0.268804 -3.821552
H 3.962909 -3.118155 -1.686060
H -1.405320 -1.663353 -0.071238
H 4.442132 0.281191 -7.837421
H 0.893480 -4.399662 6.736625
H -0.304769 4.889501 -2.186636
H -2.189401 -2.222664 -7.289432
H 1.837006 -2.324699 5.748636
H -1.110636 -1.256942 -2.144717
H 3.712161 -2.178695 0.502076
H 3.907666 -5.224589 -2.825611
H 2.695724 -5.938237 6.547911
H 3.440672 -0.741864 6.999114
H 3.259365 -1.957343 8.216307
H 1.482361 -0.341350 1.879316
H 4.881882 -1.444346 7.728316
H 1.704085 -3.429138 7.942087
H -9.206135 3.762692 1.802955
H 4.314277 -4.941432 0.167050
H -3.818157 3.071016 1.608267
H 1.351837 1.759957 -3.005726
H 1.072286 1.150461 -8.083967
H 1.047708 5.004038 0.706791
H -8.780585 2.536039 0.600034
H 2.924717 3.398450 -0.208404
H 2.433646 -4.925368 0.469210
H -1.355104 -2.627177 -5.661984
H 3.092403 3.355578 -2.086343
H -10.031329 3.678276 0.248714
H 1.655386 3.600149 -6.621556
H 0.732665 -5.249723 -2.742869
H 2.212668 -0.681712 0.255626
H 6.124686 -6.024030 7.742555
H -7.151551 4.939124 -1.819459
H -2.124036 0.107792 -3.081733
H 4.481860 -2.529064 4.105610
H 1.863752 -5.622206 -4.174890
H -4.557635 4.378295 2.533656
H -9.763788 5.772351 -0.496720
H 0.814003 -2.364796 -6.173820

Atomic forces in eV per Å
-2.2036 -3.3796 -2.0956
1.8465 0.1076 -1.4809
0.4882 -2.6144 0.8324
0.4074 2.1324 -0.2648
2.3281 -0.3860 1.6704
-1.9328 1.2294 -1.5978
1.5502 -0.3674 0.5374
-0.7866 0.9087 1.5132
-1.1430 -1.3308 1.1270
0.2306 1.1579 1.7153
1.8223 -0.8882 1.8520
2.0707 2.3511 -2.6123
-0.9523 -2.2812 -3.2217
0.1486 1.9921 -0.0562
-0.3380 -1.5626 -0.3881
0.0246 -0.3253 0.1081
0.4282 0.6505 -0.1638
-0.1959 0.1515 -0.4159
-2.1779 0.6326 1.4010
-0.2573 -0.5946 0.7098
0.6191 0.3488 0.1024
0.3033 1.1993 0.2869
0.3082 -0.6697 -0.1875
0.1849 0.1974 -0.7541
-0.4368 -0.6811 -0.1855
0.3166 2.0593 0.1462
0.3858 -0.1129 -0.0672
0.8641 -0.3942 -1.0355
-0.1301 -0.0768 -0.0588
0.1689 -0.6677 2.0672
0.0822 0.1732 -1.8888
0.3590 -0.0864 0.2874
0.1273 -0.8391 -0.6314
-0.7163 1.3961 0.1393
-0.5437 -0.7444 0.0728
-0.1792 0.7289 -0.1792
0.0134 0.0694 0.0893
-0.4012 2.1383 0.1589
0.8337 -0.1132 0.4047
-0.1585 0.2318 -0.3538
0.7896 -1.7877 1.1384
-1.0213 -0.3465 1.3806
-0.0719 -0.0325 0.0508
-0.0565 -0.0443 0.3471
2.1449 0.9520 1.1183
-1.4746 -1.1471 -1.1292
0.6892 -0.4957 0.0187
-2.0250 -0.3712 -0.0544
-0.3696 0.8909 0.5999
0.8451 0.2088 0.9707
0.0060 -1.3453 -1.1204
-0.2630 -0.2506 0.0254
-0.4771 0.7304 0.1397
0.2699 0.1487 -0.7395
0.5510 -0.1521 1.1905
1.0461 0.7986 -0.2973
-0.1356 0.2843 0.2070
0.7173 0.0911 -1.1490
-0.0355 -0.3907 0.0406
0.4658 -1.3985 -0.1154
0.2076 0.0401 0.0470
0.3354 1.0525 -0.7948
0.7700 0.9823 -1.1244
0.1720 -1.3955 0.0801
-0.5989 1.4539 -0.0450
-0.1630 0.2898 1.5070
0.3852 -0.4427 1.3618
-0.2140 0.0371 0.0774
-0.0616 -0.0986 0.0234
1.3394 -0.6968 0.1769
0.2825 -0.0009 0.0185
-0.0899 -0.1435 0.2925
1.1995 -0.2097 -1.0370
-0.0465 0.7429 -1.2824
-1.0193 0.5549 0.9393
-0.0846 0.1082 0.2424
0.0577 0.1625 0.2282
-1.0574 -0.1997 -1.1929
0.7951 1.0498 -0.4466
0.0611 0.1981 -0.1380
0.0312 -1.1532 0.8318
-0.5902 -0.1779 -1.0859
-0.6921 -0.7770 0.8617
-0.4061 -0.9497 -0.9526
0.0123 -0.0296 0.0808
0.0004 -0.0759 -0.2187
0.8769 0.0531 -1.3058
1.1296 -0.3051 -0.8724
0.1722 1.4752 0.5806
-0.0229 0.0647 0.0115
-1.0017 -0.8177 0.3374
-0.9073 -1.2132 -0.0179
-0.0543 0.9058 1.0350
-0.0340 0.0674 0.1840
-0.1238 0.0042 -0.1163
0.4915 -1.2660 0.0447
-0.3879 -0.3013 -1.3182
0.0907 0.2343 -0.0081
-0.1361 0.3088 0.0382
0.0922 -0.0334 -0.0554
-1.1324 -0.0076 -0.7850
0.1301 -0.1292 0.1706
-0.2350 -0.7282 -1.1575
-0.0189 0.0487 -0.1541
1.1446 -0.4778 0.5793
0.0454 0.0546 -0.0925
-0.4702 0.0868 1.2574
-0.0524 0.0813 -0.0081
-1.1339 -0.1381 -0.5582
-1.0501 -0.9321 0.4785
-0.0503 1.3429 -0.4094
0.1406 1.3500 0.8729
0.0512 0.0127 0.0467
1.0463 -0.0598 1.0787
0.5996 0.4702 1.2951
0.2621 0.0793 0.0051
0.3086 -0.0539 0.3547
-0.4321 -1.0335 1.0598
-1.3159 -0.2584 0.4423
0.2065 0.0693 0.0019
0.0819 -0.1856 -0.1828
0.0930 -0.0828 0.0160
-0.4253 -0.7562 -1.2390
-0.0599 -0.0970 -0.0378
0.0484 0.0146 -0.0457
0.1004 -0.0013 -0.0762
-1.3323 0.3242 -0.1759
-0.3415 -0.0798 -0.1109
-1.1832 0.2335 0.4331
0.5369 -0.1069 1.9653
-1.2121 0.6352 -0.7508
0.1071 0.0520 0.0889
-0.4338 -0.3367 -1.4588
1.3370 0.3028 -0.5189
-0.7434 0.9537 -0.9723
-0.8114 -0.2432 1.2085
0.1659 0.2030 -0.0385
1.2091 -0.6049 -0.0747
1.0134 0.3687 -0.7610
-1.4283 -0.3266 0.6798
-0.0977 0.0457 -0.0599
0.0116 0.0538 0.2138
0.2033 0.7183 -0.0468
0.0708 -0.1141 0.2065
-0.5962 0.9998 0.8861
-0.0712 0.0040 -0.0959
0.1309 -0.2918 0.0689
-0.1814 0.9592 -0.7928